(1)
Density functional theory data (wB97M-V/def2-TZVPD) for the ion C7H8N3O with charge +1 at a distorted geometry.

Last column: Mulliken charge in e.
Element x y z (Å)
O1 -2.95 0.45 0.03  -0.3182
N1 1.17 -1.68 -0.11  -0.3368
N2 -1.03 1.81 -0.10  -0.4571
N3 1.08 0.73 0.07  -0.0993
C1 -1.90 -1.58 0.08  -0.9115
C2 -0.95 -0.59 -0.02  0.9634
C3 0.26 1.80 -0.09  -0.0695
C4 0.56 -0.51 -0.01  0.7183
C5 -1.61 0.63 0.03  0.2261
C6 -3.10 -0.90 0.09  -0.4734
C7 2.49 1.18 0.21  -0.9974
H1 2.55 2.04 0.96  0.3097
H2 0.73 2.82 -0.46  0.3480
H3 2.07 -1.81 -0.39  0.2039
H4 3.11 0.37 0.43  0.3556
H5 2.64 1.49 -0.85  0.4485
H6 -4.11 -1.19 -0.07  0.4606
H7 -1.65 -2.55 0.30  0.4586
H8 0.65 -2.52 -0.11  0.1706

Values from the calculation:
Highest occupied orbital energy in eV: -12.686
Energy above the lowest of the compared OMol25 structures with the same formula, charge and spin in kcal per mole: 31.3
Total charge: +1
E_LUMO in eV: -3.65

(2)
Density functional theory data (wB97M-V/def2-TZVPD) for a structure of composition C63H43GeMoN4 at a distorted geometry.

Last column: Mulliken charge in e.
Element x y z (Å)
Mo1 1.40 -0.17 0.13  -0.6007
Ge1 5.03 -0.36 0.59  3.7649
N1 0.97 1.87 0.01  -0.0638
N2 1.09 -2.24 0.13  -0.1154
N3 0.78 -0.16 2.13  -0.4124
N4 1.09 -0.22 -1.95  -0.2320
C1 1.37 5.38 5.39  -0.4261
C2 0.91 2.20 -2.43  2.1607
C3 1.89 -5.41 4.83  -1.0185
C4 5.77 2.09 1.97  -0.4958
C5 2.25 -5.70 -5.18  -0.4358
C6 5.98 -2.62 4.67  -0.5601
C7 0.79 -5.57 5.66  -0.4453
C8 0.87 2.67 -1.09  -0.1105
C9 0.03 3.66 4.37  -0.0928
C10 4.73 -1.22 -2.15  0.2163
C11 1.18 -3.07 -0.96  0.2469
C12 0.87 3.23 -3.51  -1.0778
C13 0.18 4.66 5.32  -0.7743
C14 6.88 -1.78 -1.26  -0.1291
C15 5.08 -1.79 -3.36  -0.4180
C16 0.82 0.97 2.92  -0.2151
C17 0.73 -4.04 -4.32  -0.0719
C18 -0.32 -3.79 4.49  -0.0214
C19 1.06 3.35 3.49  -0.7937
C20 7.02 3.94 1.08  -0.4093
C21 -0.29 3.43 -4.25  0.1128
C22 2.25 4.08 3.57  -0.2311
C23 7.24 -2.34 -2.48  -0.7083
C24 -0.32 -4.75 5.49  -0.8221
C25 1.99 4.00 -3.79  0.0627
C26 6.31 3.36 2.12  -0.6049
C27 1.88 -4.45 3.83  -0.2940
C28 1.96 4.95 -4.80  -0.8129
C29 5.47 -1.34 2.23  -0.5648
C30 5.94 1.38 0.78  -0.1373
C31 0.74 -0.79 4.34  -1.1369
C32 0.77 4.03 -0.69  -1.3820
C33 4.68 -2.29 4.32  -0.4744
C34 1.34 -2.64 -2.31  1.4368
C35 1.04 -5.03 -5.25  -0.8003
C36 6.66 1.97 -0.26  -0.5053
C37 -0.32 4.38 -5.27  -0.7453
C38 4.43 -1.66 3.10  0.2129
C39 0.93 2.27 2.47  2.2940
C40 7.20 3.25 -0.11  -0.6923
C41 1.15 0.42 -4.16  -1.5973
C42 1.25 -1.34 -2.75  0.3430
C43 0.79 -2.58 2.58  1.4605
C44 3.16 -0.09 0.51  0.9523
C45 2.83 -4.41 -3.23  -0.2019
C46 0.77 -3.62 3.65  -0.3496
C47 0.94 2.70 1.11  -0.0084
C48 0.91 -3.04 1.24  0.5558
C49 7.03 -2.30 3.81  -0.7872
C50 1.62 -3.71 -3.31  -0.5283
C51 6.78 -1.67 2.61  -0.2566
C52 2.40 5.08 4.51  -0.8223
C53 3.14 -5.39 -4.16  -1.0027
C54 0.87 -4.39 0.83  -1.3902
C55 0.82 4.04 0.68  -1.3182
C56 1.32 -0.92 -4.13  -1.1703
C57 5.62 -1.20 -1.08  -0.3583
C58 6.34 -2.35 -3.53  -0.6308
C59 1.02 0.88 -2.80  0.0219
C60 0.73 -1.26 2.97  0.0188
C61 1.04 -4.41 -0.54  -1.4687
C62 0.80 5.14 -5.55  -0.3632
C63 0.81 0.56 4.31  -1.5093
H1 -1.17 2.84 -4.03  0.4435
H2 0.80 -6.33 6.44  0.3838
H3 6.80 1.44 -1.19  0.3936
H4 -1.18 -4.87 6.13  0.3927
H5 -0.90 3.11 4.30  0.4654
H6 8.05 -2.56 4.09  0.3836
H7 3.86 -2.53 4.98  0.5403
H8 1.05 -5.27 -1.19  0.5431
H9 2.77 -6.04 4.96  0.4013
H10 8.22 -2.79 -2.60  0.3935
H11 0.74 -1.42 5.21  0.5151
H12 1.46 -1.57 -4.97  0.5662
H13 0.71 -5.24 1.47  0.5391
H14 -0.64 4.90 5.99  0.3677
H15 1.49 6.16 6.13  0.3683
H16 7.61 -1.41 1.96  0.2578
H17 6.18 -3.11 5.61  0.3818
H18 0.85 1.23 5.15  0.4931
H19 3.33 5.63 4.57  0.3932
H20 0.33 -5.27 -6.03  0.3797
H21 3.74 -0.79 -2.00  -0.0629
H22 6.61 -2.80 -4.48  0.3969
H23 4.36 -1.80 -4.18  0.4670
H24 3.05 3.84 2.88  0.6775
H25 4.09 -5.91 -4.09  0.4071
H26 7.43 4.94 1.19  0.3695
H27 0.78 5.88 -6.34  0.3574
H28 7.76 3.70 -0.92  0.3720
H29 -1.19 -3.16 4.36  0.4442
H30 3.41 -1.42 2.82  -0.0879
H31 6.16 3.90 3.05  0.4151
H32 7.60 -1.79 -0.44  0.1151
H33 2.84 5.54 -5.01  0.3755
H34 0.75 4.90 1.33  0.4723
H35 2.89 3.85 -3.21  0.5376
H36 5.21 1.64 2.78  0.3759
H37 -0.22 -3.53 -4.37  0.4713
H38 -1.23 4.52 -5.84  0.3630
H39 0.67 4.87 -1.36  0.4785
H40 1.14 1.06 -5.03  0.4673
H41 3.53 -4.16 -2.44  0.6958
H42 2.49 -6.47 -5.90  0.3810
H43 2.74 -4.32 3.19  0.6424

Values from the calculation:
Highest occupied orbital energy (spin up / spin down) in eV: -2.553 / -4.141
⟨S²⟩: 2.075
2S+1: 3
Total charge: -1
E_LUMO (spin up / spin down) in eV: 1.97 / 1.55

(3)
Density functional theory data (wB97M-V/def2-TZVPD) for a cluster of 4 separate species, C14H19BF6O13P in total at a distorted geometry.

Last column: Mulliken charge in e.
Element x y z (Å)
P1 -2.09 2.78 -2.03  0.5348
F1 -4.48 6.52 -2.60  -0.2833
F2 -2.13 6.25 -2.27  -0.2165
F3 -0.32 -0.14 -1.54  -0.3112
F4 5.68 -4.25 4.20  -0.2975
F5 -3.05 7.25 -4.36  -0.2567
F6 -0.70 -2.00 3.55  -0.3226
O1 0.90 3.85 -4.33  -0.3189
O2 0.75 -4.67 6.79  -0.5717
O3 3.92 -3.83 2.89  -0.2933
O4 -1.15 -2.21 -1.62  -0.3003
O5 1.37 3.85 -1.86  -0.5398
O6 -3.33 4.84 -3.91  -0.2683
O7 0.42 -3.22 5.06  -0.2786
O8 -2.76 1.32 -1.91  -0.7682
O9 -1.25 -2.64 0.60  -0.1900
O10 1.98 -4.22 1.74  -0.5471
O11 2.63 -5.60 3.45  -0.3017
O12 -1.23 -4.65 5.64  -0.3077
O13 -1.70 -4.31 -0.89  -0.6091
C1 -1.39 -3.15 -0.66  0.5938
C2 0.07 2.66 -4.13  -0.3026
C3 -3.19 6.18 -3.31  0.7648
C4 4.33 -4.27 4.16  0.3569
C5 -2.04 4.42 -4.55  -0.4899
C6 0.04 -4.22 5.90  0.6466
C7 -1.20 -0.98 -0.94  0.2881
C8 2.64 5.58 -3.25  -0.8425
C9 -0.75 -1.32 0.44  -0.4119
C10 -1.74 -3.79 4.64  -0.5143
C11 3.82 -5.67 4.22  -0.4214
C12 1.56 4.31 -3.10  0.6278
C13 -0.51 -3.26 4.00  0.5093
C14 2.78 -4.52 2.62  0.6948
B1 -1.55 3.00 -3.88  0.2208
H1 -0.89 2.71 -1.21  -0.0627
H2 0.09 2.07 -5.17  0.1708
H3 -0.12 -3.89 3.19  0.2659
H4 0.47 1.90 -3.33  0.1588
H5 3.61 -5.99 5.24  0.2698
H6 -2.31 4.26 -5.70  0.1075
H7 -2.97 3.81 -1.55  -0.0907
H8 4.50 -6.39 3.76  0.2849
H9 0.33 -1.32 0.55  0.2544
H10 2.65 6.16 -2.21  0.2649
H11 -2.14 2.14 -4.47  -0.1854
H12 3.93 -3.61 4.93  0.2633
H13 -1.18 -0.65 1.19  0.2979
H14 3.72 5.21 -3.50  0.2540
H15 -2.38 -4.34 3.94  0.2927
H16 -2.21 -0.56 -1.00  0.3677
H17 -1.26 5.30 -4.48  0.2911
H18 2.17 6.31 -4.05  0.2540
H19 -2.34 -3.01 5.12  0.2685

Values from the calculation:
Highest occupied orbital energy in eV: -5.029
Energy above the lowest of the compared OMol25 structures with the same formula, charge and spin in kcal per mole: 127.6
Total charge: -1
E_LUMO in eV: 1.97